1.
{"formula": "CH19LiO9", "method": "wB97M-V/def2-TZVPD", "symbols": ["Li", "C", "O", "H", "H", "H", "O", "H", "H", "O", "H", "H", "O", "H", "H", "O", "H", "H", "O", "H", "H", "O", "H", "H", "O", "H", "H", "O", "H", "H"], "xyz": [[0.269, -2.410, -2.019], [0.307, -0.033, -0.561], [-0.594, -1.115, -0.753], [1.124, -0.098, -1.376], [0.739, 0.040, 0.426], [-0.240, 0.878, -0.905], [3.502, 2.063, 0.406], [3.326, 1.306, -0.146], [2.992, 1.967, 1.226], [-1.299, -1.942, 1.605], [-1.024, -1.628, 0.588], [-1.460, -2.797, 1.351], [1.015, 1.605, -3.444], [0.684, 2.359, -3.475], [0.974, 1.457, -2.501], [0.227, -1.196, 3.718], [0.237, -0.293, 3.726], [-0.150, -1.355, 2.871], [-0.077, 1.794, 1.793], [-0.012, 1.209, 1.044], [-1.027, 2.017, 2.025], [-3.170, -0.954, -2.033], [-2.328, -0.776, -1.448], [-3.897, -1.215, -1.416], [-0.623, 3.695, -0.047], [-0.452, 3.058, 0.714], [-1.465, 3.488, -0.475], [0.779, -3.843, -0.640], [0.005, -3.843, -0.019], [1.642, -3.446, -0.249]], "relative_energy_kj_mol": 115.3, "homo_energy_ev": -10.101, "orbital_gap_ev": 8.978}

=====

2.
{"formula": "C3H8ClP", "method": "wB97M-V/def2-TZVPD", "symbols": ["C", "C", "C", "P", "Cl", "H", "H", "H", "H", "H", "H", "H", "H"], "xyz": [[1.699, 0.138, -0.602], [-2.623, 0.238, 0.739], [1.090, -0.848, 0.312], [-0.669, -0.798, 0.296], [-3.687, 0.113, -0.669], [1.139, 0.002, -1.471], [2.746, 0.046, -0.699], [1.545, 1.253, -0.588], [-3.258, -0.106, 1.558], [-2.445, 1.324, 0.797], [1.477, -1.064, 1.354], [-1.172, -1.895, 0.983], [-1.147, -0.703, -0.967]], "relative_energy_kj_mol": 353.1, "homo_energy_ev": -7.739, "orbital_gap_ev": 7.916}

=====

3.
{"formula": "C9H21Br4Cl2NO", "method": "wB97M-V/def2-TZVPD", "symbols": ["Br", "C", "C", "Br", "H", "H", "H", "H", "Br", "C", "C", "Br", "H", "H", "H", "H", "C", "C", "C", "O", "C", "N", "H", "H", "H", "H", "H", "H", "H", "H", "H", "H", "H", "C", "Cl", "Cl", "H", "H"], "xyz": [[5.591, 0.257, -3.541], [4.454, 1.604, -2.556], [3.970, 1.065, -1.245], [3.394, 2.561, -0.069], [3.604, 1.860, -3.190], [5.097, 2.468, -2.393], [4.661, 0.438, -0.682], [3.116, 0.418, -1.449], [4.871, -5.023, -2.068], [5.032, -4.085, -0.281], [5.022, -2.603, -0.575], [4.786, -1.498, 1.130], [5.957, -4.365, 0.222], [4.214, -4.428, 0.352], [4.302, -2.321, -1.343], [5.977, -2.329, -1.023], [-2.797, -0.140, 1.422], [-3.655, 1.049, 1.924], [-4.519, 1.714, 0.773], [-5.291, 2.774, 1.268], [-6.312, 3.074, 0.364], [-4.606, 0.428, 2.898], [-3.378, -1.033, 1.192], [-2.005, -0.387, 2.129], [-2.381, 0.202, 0.474], [-3.104, 1.829, 2.449], [-5.138, 0.911, 0.372], [-3.793, 2.139, 0.081], [-7.032, 3.751, 0.823], [-6.946, 2.207, 0.176], [-5.979, 3.392, -0.624], [-4.988, 1.255, 3.336], [-4.118, 0.047, 3.695], [0.287, -1.427, -0.720], [0.642, -0.383, -2.048], [1.456, -2.731, -0.566], [0.318, -0.870, 0.216], [-0.709, -1.819, -0.923]], "relative_energy_kj_mol": 33.9, "homo_energy_ev": -9.705, "orbital_gap_ev": 9.907}

=====

4.
{"formula": "C46H72FN5O12", "method": "wB97M-V/def2-TZVPD", "symbols": ["C", "C", "N", "C", "C", "C", "C", "C", "C", "C", "C", "O", "C", "O", "C", "C", "C", "O", "N", "C", "C", "C", "C", "C", "O", "C", "C", "C", "C", "C", "O", "O", "C", "C", "O", "C", "C", "C", "F", "C", "C", "N", "C", "C", "C", "O", "H", "H", "H", "H", "H", "H", "H", "H", "H", "H", "H", "H", "H", "H", "H", "H", "H", "H", "H", "H", "H", "H", "H", "H", "H", "H", "H", "H", "H", "H", "H", "H", "H", "H", "H", "H", "H", "H", "H", "H", "H", "H", "C", "O", "C", "C", "N", "C", "C", "O", "C", "H", "H", "H", "H", "H", "H", "H", "H", "H", "H", "H", "H", "H", "H", "H", "C", "O", "C", "C", "N", "C", "C", "O", "C", "H", "H", "H", "H", "H", "H", "H", "H", "H", "H", "H", "H", "H", "H", "H"], "xyz": [[-0.288, -6.794, 0.927], [-1.763, -6.075, 1.180], [-1.669, -4.630, 1.628], [-1.705, -3.687, 0.413], [-3.152, -3.478, -0.397], [-4.488, -4.258, 0.153], [-3.107, -2.445, -1.685], [-4.569, -2.212, -2.463], [-5.389, -0.911, -1.809], [-6.514, -1.436, -0.725], [-7.363, -0.102, -0.240], [-8.789, -0.454, -0.329], [-9.542, 0.756, -0.698], [-9.827, 1.683, 0.220], [-1.728, -1.640, -2.180], [-1.826, -0.605, -3.450], [-1.041, -1.090, -4.804], [-0.728, -2.392, -5.055], [-0.601, -0.095, -5.862], [0.163, 1.075, -5.284], [-1.821, 0.528, -6.531], [-0.330, -1.882, -1.355], [-0.316, -2.913, -0.038], [1.136, -3.063, 0.779], [1.616, -4.216, 1.252], [1.982, -1.628, 0.924], [2.763, -1.142, 2.281], [3.508, 0.345, 2.247], [4.236, 0.813, 3.649], [5.853, 0.508, 3.655], [6.276, -0.482, 2.838], [6.712, 1.285, 4.565], [7.200, 2.493, 3.827], [8.125, 2.173, 2.476], [6.956, 3.749, 4.242], [3.529, 1.317, 0.917], [4.289, 2.790, 0.876], [3.298, 4.057, 1.208], [3.217, 4.939, -0.009], [2.752, 0.841, -0.456], [2.726, 1.781, -1.828], [3.686, 1.316, -2.903], [4.824, 0.484, -2.353], [1.985, -0.614, -0.407], [1.129, -1.157, -1.737], [1.610, -1.047, -2.977], [0.353, -6.904, 1.901], [0.253, -6.136, 0.090], [-0.525, -7.831, 0.394], [-2.296, -6.692, 2.023], [-2.349, -6.202, 0.150], [-0.805, -4.478, 2.197], [-5.471, -4.040, -0.445], [-4.688, -3.862, 1.261], [-4.383, -5.420, 0.243], [-4.413, -1.969, -3.621], [-5.260, -3.158, -2.427], [-4.662, -0.175, -1.252], [-5.975, -0.306, -2.635], [-7.199, -2.301, -1.142], [-5.957, -1.835, 0.252], [-7.106, 0.150, 0.880], [-7.058, 0.839, -0.898], [-9.886, 0.865, -1.818], [-1.406, 0.440, -3.055], [-2.947, -0.364, -3.784], [-0.452, 1.737, -4.528], [0.445, 1.806, -6.184], [1.179, 0.800, -4.770], [-1.860, 1.690, -6.288], [-1.687, 0.317, -7.696], [-2.760, -0.056, -6.125], [2.752, -1.846, 3.234], [3.757, 0.173, 4.514], [3.966, 1.935, 3.843], [8.729, 3.146, 2.198], [8.824, 1.265, 2.791], [7.424, 1.783, 1.619], [5.214, 2.710, 1.605], [4.729, 2.900, -0.215], [2.236, 3.707, 1.576], [3.799, 4.704, 2.046], [2.997, 2.919, -1.604], [1.643, 1.782, -2.330], [4.090, 2.152, -3.416], [5.620, 0.383, -3.224], [4.462, -0.620, -2.107], [5.386, 0.996, -1.447], [10.763, -4.384, -0.588], [9.902, -5.394, -0.079], [9.730, -5.354, 1.344], [8.357, -4.776, 1.734], [8.276, -3.340, 1.459], [6.914, -2.791, 1.415], [5.868, -3.460, 0.496], [6.071, -3.249, -0.902], [7.121, -4.024, -1.467], [11.062, -4.674, -1.599], [10.241, -3.428, -0.666], [11.660, -4.266, 0.023], [10.552, -4.827, 1.844], [9.762, -6.396, 1.681], [8.179, -4.947, 2.798], [7.605, -5.341, 1.173], [8.727, -3.135, 0.570], [7.015, -1.747, 1.102], [6.522, -2.775, 2.440], [4.903, -2.991, 0.719], [5.724, -4.523, 0.712], [7.157, -5.035, -1.062], [8.069, -3.504, -1.326], [6.956, -4.094, -2.548], [-10.532, 5.007, 0.932], [-10.265, 5.481, 2.245], [-9.295, 4.705, 2.961], [-7.935, 5.422, 3.032], [-7.272, 5.458, 1.727], [-6.192, 6.446, 1.604], [-6.479, 7.917, 1.975], [-7.317, 8.619, 1.056], [-8.697, 8.286, 1.145], [-11.468, 5.459, 0.594], [-9.751, 5.320, 0.236], [-10.638, 3.920, 0.903], [-9.200, 3.688, 2.558], [-9.678, 4.613, 3.983], [-7.289, 4.908, 3.747], [-8.127, 6.429, 3.418], [-7.958, 5.648, 0.999], [-5.872, 6.421, 0.558], [-5.341, 6.093, 2.200], [-5.519, 8.445, 1.948], [-6.841, 8.038, 3.000], [-9.025, 8.143, 2.174], [-8.894, 7.401, 0.537], [-9.279, 9.105, 0.711]], "homo_energy_ev": -8.289, "orbital_gap_ev": 6.726}

=====

5.
{"formula": "C3H15N2O2S", "method": "wB97M-V/def2-TZVPD", "symbols": ["N", "C", "C", "S", "C", "N", "H", "H", "H", "H", "H", "H", "H", "H", "H", "H", "H", "H", "H", "O", "H", "H", "O"], "xyz": [[-0.592, 0.505, -0.171], [0.520, -0.395, 0.309], [1.649, -0.402, -0.690], [1.145, -1.091, -2.306], [0.960, 0.101, 1.689], [-0.068, -0.112, 2.716], [-0.769, 1.172, 0.586], [-0.263, 1.103, -0.955], [-1.494, 0.008, -0.291], [0.206, -1.409, 0.451], [2.147, 0.553, -0.884], [2.548, -0.873, -0.312], [1.606, -2.324, -2.068], [1.236, 1.158, 1.669], [1.886, -0.392, 1.959], [0.230, -0.803, 3.390], [-0.955, -0.401, 2.326], [0.832, 1.891, -2.984], [-0.691, 1.962, -2.937], [0.100, 2.123, -2.398], [-3.212, -1.387, -0.155], [-3.932, -0.445, 0.760], [-3.089, -0.540, 0.296]], "charge": 1, "relative_energy_kj_mol": 35.2, "homo_energy_ev": -12.904, "orbital_gap_ev": 9.995}

=====

6.
{"formula": "C38H51ClN8O4RbS", "method": "wB97M-V/def2-TZVPD", "symbols": ["Rb", "C", "C", "C", "C", "C", "C", "H", "H", "H", "H", "H", "H", "C", "N", "C", "N", "C", "N", "C", "N", "C", "C", "H", "H", "H", "H", "H", "H", "H", "H", "H", "H", "H", "H", "C", "C", "C", "C", "C", "C", "C", "C", "C", "C", "O", "O", "H", "H", "H", "H", "H", "H", "H", "H", "H", "H", "H", "C", "C", "C", "C", "C", "O", "C", "C", "C", "C", "C", "C", "Cl", "C", "C", "C", "N", "C", "N", "C", "N", "H", "H", "H", "H", "H", "H", "H", "H", "H", "H", "H", "H", "H", "H", "H", "H", "H", "H", "H", "H", "H", "H", "O", "S", "N"], "xyz": [[1.764, -0.005, -0.461], [3.185, -3.413, -0.694], [2.473, -3.488, 0.495], [2.905, -2.780, 1.610], [4.048, -1.996, 1.535], [4.763, -1.927, 0.344], [4.331, -2.631, -0.771], [2.830, -3.933, -1.574], [1.561, -4.069, 0.549], [2.336, -2.823, 2.531], [4.366, -1.416, 2.392], [5.645, -1.302, 0.271], [4.864, -2.536, -1.708], [-1.658, 1.991, -1.180], [-0.409, 1.758, -1.904], [0.363, 3.010, -1.928], [-0.399, 4.102, -2.549], [-1.650, 4.272, -1.813], [-2.466, 3.052, -1.795], [-2.729, 2.668, -3.185], [-1.506, 2.450, -3.958], [-0.722, 1.400, -3.289], [-0.722, 3.690, -3.917], [-1.428, 2.253, -0.145], [-2.244, 1.066, -1.186], [1.281, 2.833, -2.489], [0.616, 3.288, -0.902], [-2.230, 5.074, -2.278], [-1.420, 4.554, -0.783], [-3.314, 3.458, -3.664], [-3.317, 1.746, -3.190], [0.215, 1.241, -3.823], [-1.299, 0.472, -3.298], [-1.296, 4.485, -4.402], [0.208, 3.537, -4.466], [9.016, -1.231, -3.154], [7.576, -0.789, -3.153], [6.677, -1.286, -4.090], [5.333, -0.932, -4.070], [4.389, -1.511, -5.092], [4.873, -0.034, -3.101], [5.767, 0.504, -2.171], [5.311, 1.472, -1.110], [7.102, 0.107, -2.207], [3.384, 0.285, -2.993], [3.021, 1.476, -3.098], [2.646, -0.697, -2.730], [9.388, -1.369, -4.170], [9.135, -2.183, -2.630], [9.652, -0.499, -2.655], [7.030, -1.977, -4.850], [4.901, -2.235, -5.727], [3.979, -0.725, -5.730], [3.545, -1.989, -4.598], [4.606, 2.191, -1.522], [6.163, 2.004, -0.685], [4.809, 0.954, -0.286], [7.790, 0.519, -1.474], [-6.139, 1.442, 3.353], [-5.705, 0.867, 2.000], [-5.468, 2.024, 1.021], [-6.867, 0.021, 1.464], [-4.420, -0.006, 2.189], [-4.849, -1.140, 2.934], [-3.283, 0.758, 2.919], [-3.115, 0.407, 4.399], [-2.529, -0.967, 4.623], [-3.187, -1.911, 5.408], [-2.669, -3.185, 5.590], [-1.476, -3.518, 4.970], [-0.829, -5.126, 5.165], [-0.797, -2.599, 4.190], [-1.323, -1.326, 4.026], [-3.908, -0.493, 0.819], [-2.821, -1.448, 0.941], [-1.509, -1.231, 0.811], [-0.825, -2.346, 0.986], [-1.809, -3.246, 1.239], [-3.033, -2.758, 1.219], [-7.087, 1.972, 3.235], [-5.412, 2.152, 3.749], [-6.284, 0.646, 4.084], [-6.360, 2.654, 0.991], [-5.290, 1.672, 0.004], [-4.630, 2.657, 1.309], [-7.768, 0.637, 1.425], [-7.058, -0.836, 2.107], [-6.683, -0.344, 0.453], [-4.145, -1.801, 2.952], [-3.442, 1.831, 2.819], [-2.321, 0.583, 2.436], [-4.065, 0.483, 4.929], [-2.439, 1.149, 4.836], [-4.136, -1.654, 5.864], [-3.189, -3.918, 6.191], [0.128, -2.872, 3.701], [-0.780, -0.609, 3.419], [-3.530, 0.341, 0.229], [-4.709, -0.987, 0.273], [-1.078, -0.253, 0.643], [-1.624, -4.290, 1.440], [2.425, 1.272, 1.669], [1.142, 1.892, 2.113], [-0.143, 1.266, 1.782]], "charge": -1, "relative_energy_kj_mol": 27.6, "homo_energy_ev": -5.775, "orbital_gap_ev": 7.984}